No. 1
A structure of composition C5H9Br3InO in a non-equilibrium geometry, computed with ωB97M-V/def2-TZVPD.

## Properties
orbital gap: 8.17 eV
total charge: -1
highest occupied orbital energy: -5.3131 eV
molar mass: 439.66 g mol⁻¹
electronic energy: -8183.34454 Ha

```
19
C5H9Br3InO, DFT ωB97M-V/def2-TZVPD
In 1.6764 -0.6515 -0.1095
Br 1.3921 1.5124 -2.8100
Br -1.0665 2.3130 -0.5945
Br -1.4803 0.9968 3.1321
O 1.0906 1.8098 2.4629
C -1.7380 -0.4739 -0.7007
C 0.7466 -0.4999 1.9442
C 0.4143 0.1107 -1.8211
C -0.9893 0.5753 -1.4975
C 0.4013 0.8309 2.4085
H 1.9239 -2.4062 -0.3967
H -2.7005 -0.6355 -1.1652
H 3.2828 0.1031 -0.1520
H -1.2237 -1.4213 -0.7306
H 0.2967 -0.6965 -2.5242
H -1.9307 -0.1729 0.3145
H 1.5090 -0.8618 2.6200
H -1.5237 0.7466 -2.4176
H -0.0812 -1.1792 2.0375
```

Atom charges from the Mulliken analysis, given in e for atoms 1 to 8: 0.899 -0.205 -0.140 -0.331 -0.520 -1.039 -1.058 -0.994

***

No. 2
A structure of composition C19H23HgNSb in a non-equilibrium geometry, computed with ωB97M-V/def2-TZVPD.

## Properties
orbital gap (spin up / spin down): 3.41 / 3.72 eV
energy relative to the best compared isomer or geometry (same formula, charge and spin): 0.0 kJ/mol
total charge: -1
highest occupied orbital energy (spin up / spin down): -0.3457 / -0.7241 eV
molar mass: 587.75 g mol⁻¹
electronic energy: -1185.92944 Ha

```
45
C19H23HgNSb, DFT ωB97M-V/def2-TZVPD
Hg -0.9882 2.2421 0.9151
Sb -0.3871 -0.0843 -0.2216
N -0.3750 3.6215 2.5999
C 3.5602 1.1546 -1.7497
C 1.3157 -1.9559 4.0302
C -1.7109 -4.2611 -2.4578
C -1.8645 -2.7051 -0.6161
C 3.2903 1.7520 -2.9844
C 2.5146 0.6276 -0.9858
C 1.9736 1.8195 -3.4537
C 0.4080 -0.8916 4.0431
C -0.8980 -1.8924 -1.2184
C 1.1938 0.6931 -1.4541
C -3.4467 3.9189 0.4118
C -0.7410 -3.4522 -3.0611
C 1.7311 -2.5071 2.8135
C 1.2393 -1.9930 1.6075
C -0.3324 -2.2656 -2.4416
C 0.3279 -0.9294 1.6176
C 0.9259 1.2908 -2.6904
C -0.0849 -0.3792 2.8377
C -2.2711 -3.8877 -1.2327
H -0.0911 1.3541 -3.0528
H -2.0324 -5.1758 -2.9383
H -3.1206 2.9748 0.8716
H -2.6187 4.3724 -0.1634
H 1.7004 -2.3492 4.9627
H -0.7779 0.4518 2.8528
H 2.7297 0.1744 -0.0264
H 0.0928 -0.4611 4.9841
H -0.3117 -3.7423 -4.0103
H -3.9585 4.5003 1.2917
H -2.3049 -2.4124 0.3299
H 1.5720 -2.4133 0.6678
H 4.5782 1.1042 -1.3830
H -4.3036 3.7798 -0.2623
H 0.6045 3.9304 2.5265
H -1.4186 1.3090 -0.2619
H -3.0232 -4.5081 -0.7645
H -0.9318 4.4872 2.6140
H 4.0998 2.1638 -3.5724
H -0.4813 3.2219 3.5428
H 1.7679 2.2883 -4.4072
H 2.4375 -3.3260 2.8052
H 0.4110 -1.6398 -2.9156
```

Atom charges from the natural (NBO) analysis, given in e for atoms 1 to 8: 0.264 0.831 -1.191 -0.248 -0.235 -0.250 -0.171 -0.237